The following is a quantum chemistry calculation of C3H3N3O in the gas phase, from OMol25.

Calculated values
charge = 0
DFT total energy = -9672.0830 eV
frontier orbital gap = 0.345 Eh
structure (SMILES) = [H]/N=N\[C@@H]1OC1=C=N
lowest unoccupied orbital energy = 0.22 eV

CARTESIAN COORDINATES (ANGSTROEM)
N  2.37  -0.98  1.01
C  1.27  -0.57  0.65
N  -0.90  1.04  -1.87
N  -1.73  0.88  -0.97
O  -0.85  0.50  1.28
C  -1.33  -0.03  0.07
C  0.06  -0.15  0.43
H  3.15  -0.33  0.86
H  -2.01  -0.88  0.18
H  -0.02  0.52  -1.64

---

The following is a quantum chemistry calculation of 2 unconnected molecules or ions with the total composition C3H3N3O in a non-equilibrium geometry, from OMol25.

Calculated values
charge = 0
DFT total energy = -9670.8233 eV
frontier orbital gap (spin up / spin down) = 0.292 / 0.292 Eh
lowest unoccupied orbital energy (spin up / spin down) = -1.03 / -1.03 eV

CARTESIAN COORDINATES (ANGSTROEM)
C  -0.93  -1.31  1.28
C  -0.53  0.09  -0.99
C  0.77  0.36  -1.24
N  -1.25  -2.12  2.07
N  0.39  1.12  0.81
N  -0.69  0.44  0.35
O  1.39  0.97  -0.23
H  -1.20  -0.37  -1.61
H  1.40  0.11  -2.16
H  0.66  0.71  1.72

---

The following is a quantum chemistry calculation of C3H3N3O in the gas phase in a non-equilibrium geometry, from OMol25.

Calculated values
charge = 0
DFT total energy = -9674.3452 eV
frontier orbital gap = 0.322 Eh
structure (SMILES) = Oc1cncnn1
lowest unoccupied orbital energy = -0.29 eV

CARTESIAN COORDINATES (ANGSTROEM)
C  -0.95  0.03  -0.06
C  -0.32  1.22  0.03
C  1.81  -0.01  -0.11
H  -2.70  0.53  0.32
H  -0.81  2.15  -0.02
H  2.83  -0.02  0.14
N  1.14  1.14  0.01
N  1.13  -1.12  0.13
N  -0.15  -1.16  -0.07
O  -2.17  -0.26  -0.01

---

The following is a quantum chemistry calculation of 2 unconnected molecules or ions with the total composition C3H3N3O in a non-equilibrium geometry, from OMol25.

Calculated values
charge = 0
DFT total energy = -9676.5912 eV
frontier orbital gap = 0.374 Eh
structure (SMILES) = N=C=CC=O.N#N
lowest unoccupied orbital energy = 0.48 eV

CARTESIAN COORDINATES (ANGSTROEM)
N  -0.07  -2.04  0.06
C  -0.19  -0.93  0.52
N  -0.11  -0.75  -2.64
N  0.33  0.26  -2.57
O  1.23  1.57  -0.12
C  0.47  1.44  0.81
C  -0.29  0.23  1.16
H  -0.66  -2.32  -0.72
H  0.27  2.28  1.51
H  -0.97  0.26  2.00

---

The following is a quantum chemistry calculation of C3H3N3O in the gas phase, from OMol25.

Calculated values
charge = 0
DFT total energy = -9674.8647 eV
frontier orbital gap = 0.364 Eh
structure (SMILES) = O=c1cn[nH]cn1
lowest unoccupied orbital energy = -0.04 eV

CARTESIAN COORDINATES (ANGSTROEM)
O  -0.37  0.08  -2.10
C  0.07  -0.42  -1.09
C  -0.82  -1.08  -0.09
N  -1.00  -0.40  0.97
N  -0.14  0.76  1.08
C  1.15  0.55  0.51
N  1.33  -0.12  -0.56
H  -0.60  1.48  0.53
H  -1.39  -2.00  -0.25
H  1.99  0.96  1.06

---

The following is a quantum chemistry calculation of a molecular structure, C3H3N3O in a non-equilibrium geometry, from OMol25.

Calculated values
charge = 0
DFT total energy = -9675.9518 eV
frontier orbital gap = 0.381 Eh
lowest unoccupied orbital energy = 0.66 eV

CARTESIAN COORDINATES (ANGSTROEM)
N  -1.04  1.20  1.36
C  -0.12  0.56  0.82
N  -1.65  -0.20  -2.28
N  -1.19  -1.20  -2.29
O  0.44  0.68  -0.51
C  1.25  -0.39  -0.13
C  0.80  -0.55  1.12
H  -1.45  1.91  0.75
H  1.97  -0.83  -0.80
H  1.00  -1.18  1.97

---

The following is a quantum chemistry calculation of 2 unconnected molecules or ions with the total composition C3H3N3O in a non-equilibrium geometry, from OMol25.

Calculated values
charge = 0
DFT total energy = -9676.6415 eV
frontier orbital gap = 0.372 Eh
structure (SMILES) = N=C=CC=O.N#N
lowest unoccupied orbital energy = 0.45 eV

CARTESIAN COORDINATES (ANGSTROEM)
N  2.47  -0.77  0.62
C  1.33  -0.85  0.24
N  -1.39  2.77  -0.83
N  -1.57  1.91  -1.50
O  -0.79  0.56  1.44
C  -0.99  -0.27  0.58
C  0.06  -1.03  -0.10
H  3.09  -0.07  0.20
H  -2.02  -0.50  0.24
H  -0.19  -1.74  -0.89

---

The following is a quantum chemistry calculation of 2 unconnected molecules or ions with the total composition C3H3N3O in a non-equilibrium geometry, from OMol25.

Calculated values
charge = 0
DFT total energy = -9676.2913 eV
frontier orbital gap = 0.374 Eh
structure (SMILES) = N=C=CC=O.N#N
lowest unoccupied orbital energy = 0.42 eV

CARTESIAN COORDINATES (ANGSTROEM)
N  2.03  -0.03  0.30
C  0.89  -0.40  0.15
N  1.01  2.33  -0.52
N  -0.06  2.30  -0.30
O  -1.98  0.44  0.80
C  -1.63  -0.62  0.34
C  -0.27  -1.02  -0.02
H  2.46  0.44  -0.49
H  -2.36  -1.44  0.18
H  -0.10  -2.00  -0.45